(1)
DFT (ωB97M-V/def2-TZVPD) results for a 2-piece molecular cluster, C46H57N3O3S overall at a distorted geometry.

XYZ file:
```
110
Properties=species:S:1:pos:R:3:lowdin_charge:R:1
C -8.2051 -2.2329 4.9092 -0.04
C -7.3396 -2.6367 3.7192 -0.54
C -6.3332 -3.7065 4.1475 -0.03
C -8.2738 -3.2350 2.6573 -0.05
C -6.5685 -1.4556 3.0773 -0.11
C -5.8265 -1.7567 1.9311 -0.04
C -5.2883 -0.7395 1.1535 -0.06
C -5.6302 0.5843 1.4133 -0.04
C -6.4149 0.9226 2.5145 -0.08
C -7.0623 2.3318 2.5890 -0.52
C -6.4182 3.1808 3.6863 -0.04
C -8.5745 2.1965 2.7878 -0.04
C -6.8604 3.1101 1.2838 -0.08
C -6.5917 -0.0983 3.5054 -0.08
N -6.4452 0.2090 4.9088 0.06
C -7.3001 0.9414 5.7260 -0.07
C -6.7948 0.9600 6.9718 -0.07
N -5.6146 0.2189 6.9786 0.05
C -4.7584 0.1221 8.1394 -0.07
C -3.5127 0.7919 8.1730 -0.07
C -3.0661 2.0692 7.4139 -0.51
C -1.8142 1.6959 6.5993 -0.04
C -2.6793 3.1340 8.4597 -0.05
C -4.1103 2.6864 6.5040 -0.05
C -2.5349 0.3300 9.0668 -0.04
C -2.9028 -0.3919 10.1876 -0.05
C -4.2410 -0.7225 10.3496 -0.05
C -5.1536 -0.6178 9.2927 -0.09
C -6.5368 -1.2583 9.6197 -0.52
C -6.3642 -2.5084 10.5132 -0.06
C -7.3627 -1.7370 8.4410 -0.06
C -7.3270 -0.2110 10.4117 -0.04
C -5.3756 -0.2311 5.6849 -0.19
C -4.2538 -0.8381 5.1476 -0.04
C -3.3559 -1.6521 5.9679 -0.22
C -3.8771 -2.4828 6.9842 -0.05
C -3.0336 -3.0994 7.9026 -0.09
C -1.6420 -2.9582 7.7919 -0.10
C -1.1096 -2.2668 6.6974 -0.09
C -1.9590 -1.6659 5.7711 -0.06
H -8.9218 -1.4426 4.6389 0.09
H -8.7771 -3.1128 5.2489 0.09
H -7.5919 -1.9036 5.7569 0.05
H -5.7974 -4.1092 3.2805 0.08
H -5.5911 -3.2920 4.8418 0.07
H -6.8511 -4.5378 4.6446 0.09
H -7.7172 -3.6072 1.7924 0.08
H -8.8459 -4.0681 3.0827 0.09
H -8.9857 -2.4778 2.3087 0.09
H -5.6859 -2.7959 1.6299 0.11
H -4.6531 -0.9715 0.3066 0.10
H -5.2859 1.3565 0.7233 0.11
H -5.3389 2.9854 3.7265 0.07
H -6.5681 4.2501 3.4724 0.09
H -6.8549 2.9855 4.6683 0.06
H -9.0300 1.8154 1.8656 0.09
H -8.8355 1.4992 3.5867 0.05
H -9.0150 3.1758 3.0147 0.09
H -7.2545 2.5630 0.4201 0.09
H -7.3993 4.0644 1.3437 0.09
H -5.8049 3.3512 1.1159 0.09
H -8.2251 1.3661 5.3709 0.11
H -7.1587 1.4353 7.8710 0.12
H -1.9790 0.7421 6.0699 0.06
H -1.5692 2.4638 5.8489 0.09
H -0.9391 1.5753 7.2574 0.08
H -3.5431 3.3595 9.1048 0.09
H -1.8656 2.7896 9.1116 0.08
H -2.3408 4.0648 7.9838 0.09
H -4.9890 3.0308 7.0590 0.09
H -3.6846 3.5673 6.0007 0.10
H -4.4060 1.9844 5.7216 0.05
H -1.4898 0.6294 8.9527 0.11
H -2.1667 -0.6769 10.9378 0.11
H -4.5620 -1.0980 11.3231 0.10
H -6.0317 -2.2705 11.5308 0.07
H -7.3273 -3.0287 10.6229 0.09
H -5.6513 -3.2126 10.0639 0.09
H -7.7831 -0.9107 7.8671 0.06
H -6.7839 -2.4094 7.7989 0.07
H -8.2132 -2.3189 8.8304 0.09
H -7.4719 0.6953 9.8118 0.07
H -8.3156 -0.6002 10.6902 0.09
H -6.7901 0.0712 11.3273 0.09
H -4.3258 -1.0605 4.0805 0.11
H -4.9622 -2.6055 7.0369 0.09
H -3.4659 -3.6842 8.7167 0.10
H -0.9845 -3.4098 8.5410 0.10
H -0.0289 -2.1937 6.5538 0.10
H -1.5587 -1.1649 4.8911 0.06
C 4.4311 -1.0165 -0.5319 -0.04
C 3.1055 -0.7368 0.1178 -0.26
C 2.8690 0.4632 0.7967 -0.02
C 1.6059 0.7559 1.3091 -0.04
C 0.5698 -0.1698 1.1577 -0.27
S -1.1340 0.3389 1.4779 0.81
O -1.1872 1.7839 1.3741 -0.30
O -2.0015 -0.4978 0.6776 -0.30
N -1.8402 0.0432 3.2845 0.05
C -2.8320 0.6812 3.5957 -0.40
O -3.7448 1.4526 3.7251 0.10
C 0.8138 -1.4140 0.5675 -0.04
C 2.0762 -1.6789 0.0399 -0.03
H 4.4414 -2.0363 -0.9237 0.08
H 4.6262 -0.3380 -1.3711 0.09
H 5.2547 -0.9028 0.1796 0.09
H 3.6827 1.1825 0.8926 0.12
H 1.4143 1.7055 1.8050 0.12
H 0.0208 -2.1574 0.4982 0.12
H 2.2754 -2.6242 -0.4718 0.12
```

Properties
- Net charge: 0
- Structure (SMILES): CC(C)(C)c1cccc(C(C)(C)C)c1N1C=CN(c2c(C(C)(C)C)cccc2C(C)(C)C)C1=Cc1ccccc1.Cc1ccc(S(=O)(=O)N=C=O)cc1
- Energy: -70071.8820 eV

(2)
DFT (ωB97M-V/def2-TZVPD) results for C4H5BrO2S in the gas phase at a distorted geometry.

XYZ file:
```
13
Properties=species:S:1:pos:R:3:lowdin_charge:R:1
O 1.0068 2.2039 0.3948 0.14
C 0.5032 1.1357 0.4840 -0.42
C 1.2910 -0.0497 1.0836 -0.43
S 0.4773 -1.6177 0.7138 0.80
C -0.7344 -0.6231 -0.7159 -0.93
O -0.2120 -0.6514 -1.9727 -0.05
Br -2.5141 -1.5650 -0.7735 0.65
C -0.8583 0.6701 -0.0113 -0.19
H 2.2501 -0.1760 0.7445 0.04
H 1.4631 0.1677 2.0974 0.07
H -0.1030 -1.5294 -2.3041 0.09
H -1.3790 0.5848 0.8683 0.10
H -1.1907 1.4500 -0.6089 0.12
```

Properties
- Net charge: 0
- Structure (SMILES): O=C1CS[C@@](O)(Br)C1
- Energy above the lowest of the compared OMol25 structures with the same formula, charge and spin: 4.17 kcal/mol

(3)
DFT (ωB97M-V/def2-TZVPD) results for C5H7NO2 as an isolated structure at a distorted geometry.

XYZ file:
```
15
Properties=species:S:1:pos:R:3:lowdin_charge:R:1
C 1.1900 -0.8948 -0.4215 -0.18
C 0.8647 0.5516 0.9834 -0.06
C 0.1233 0.1288 -0.2579 -0.43
C -1.1971 -0.6249 0.2439 -0.01
C -0.4490 1.2021 -0.9925 -0.07
H 0.9740 -1.9913 0.0265 0.15
H 1.5639 -1.3229 -1.5130 0.17
H 0.5464 0.3492 2.0169 0.14
H 1.2895 1.3760 0.7528 0.06
H -1.0685 -0.7157 1.4620 0.15
H -1.6767 -1.6160 -0.1253 0.14
H -0.0741 2.0219 -1.8279 0.18
N -1.7845 1.3022 -0.8082 -0.01
O 2.0548 -0.1825 0.4599 -0.10
O -2.3566 0.4163 0.0009 -0.13
```

Properties
- Net charge: 0
- Energy above the lowest of the compared OMol25 structures with the same formula, charge and spin: 159.59 kcal/mol

(4)
DFT (ωB97M-V/def2-TZVPD) results for CH5NO in the gas phase at a distorted geometry.

XYZ file:
```
8
Properties=species:S:1:pos:R:3:lowdin_charge:R:1
N 0.1330 -0.7606 0.6247 -0.06
C 0.2081 0.1394 -0.5489 -0.37
O -1.0193 0.7593 -0.5365 -0.06
H -0.7894 -0.8348 1.1306 0.08
H 0.8328 -1.3746 1.1084 0.08
H 1.1185 0.8620 -0.2252 0.15
H 0.4305 -0.4567 -1.3841 0.08
H -0.9141 1.6660 -0.1690 0.11
```

Properties
- Net charge: 0
- Structure (SMILES): NCO
- Energy above the lowest of the compared OMol25 structures with the same formula, charge and spin: 23.93 kcal/mol

(5)
DFT (ωB97M-V/def2-TZVPD) results for a 2-piece molecular cluster, C2H2INO3 overall at a distorted geometry.

XYZ file:
```
9
Properties=species:S:1:pos:R:3:lowdin_charge:R:1
C 1.3048 0.0065 -0.8457 -0.33
C 0.6875 0.8663 0.0864 -0.08
N -1.5012 -0.6076 1.1365 -0.56
O -0.1669 1.5654 0.5249 0.07
O -0.3895 -1.0175 0.7874 -0.17
O 2.1905 -0.8070 -0.8226 0.06
I -2.8336 -0.0014 -0.2937 0.84
H 0.5968 0.2327 -1.7949 0.18
H -1.5965 0.1847 1.6976 -0.01
```

Properties
- Net charge: 0
- Energy above the lowest of the compared OMol25 structures with the same formula, charge and spin: 145.90 kcal/mol

(6)
DFT (ωB97M-V/def2-TZVPD) results for a 2-piece molecular cluster, CHN2O3P overall at a distorted geometry.

XYZ file:
```
8
Properties=species:S:1:pos:R:3:lowdin_charge:R:1
C -2.0307 0.7458 -0.1615 -0.73
N -3.0988 1.2211 -0.3808 -0.10
N -0.8995 0.3361 0.1934 -0.05
O 1.2217 -1.5931 -0.7167 -0.44
O 1.6770 -0.5219 1.5541 -0.44
O 2.1956 0.8440 -0.5744 -0.42
P 1.5866 -0.3532 0.0598 0.19
H -0.6519 -0.6790 0.0261 0.00
```

Properties
- Net charge: -2
- Energy above the lowest of the compared OMol25 structures with the same formula, charge and spin: 10.00 kcal/mol

(7)
DFT (ωB97M-V/def2-TZVPD) results for C53H37F6N7PSSc as an isolated structure at a distorted geometry.

XYZ file:
```
106
Properties=species:S:1:pos:R:3:lowdin_charge:R:1
Sc 0.4730 0.3923 1.3496 0.99
C -2.5857 5.9807 -4.5275 -0.08
C -2.4068 4.8279 -5.2822 -0.07
C -1.8559 3.6929 -4.7104 -0.01
C -1.4754 3.6807 -3.3637 -0.16
C -1.6674 4.8495 -2.6144 -0.04
C -2.2093 5.9868 -3.1902 -0.07
C -0.9171 2.4943 -2.7328 -0.01
C -0.6271 1.2534 -3.2640 -0.12
C -0.6218 0.5160 -4.4887 0.04
C 0.1448 -0.6033 -4.2903 0.04
C 0.5657 -0.6790 -2.9202 -0.11
N 0.0361 0.4560 -2.3354 0.10
C 1.3715 -1.6618 -2.3330 -0.05
C 1.4123 -2.0271 -0.9705 -0.25
C 2.0120 -3.2552 -0.5023 0.00
C 1.4258 -3.5598 0.6812 -0.01
C 0.4259 -2.5466 0.9341 -0.24
C -0.7548 -2.7121 1.7032 -0.08
C -1.0975 -3.9624 2.4289 -0.17
C -0.8760 -5.2315 1.8865 -0.03
C -1.2464 -6.3759 2.5779 -0.07
C -1.8612 -6.2791 3.8198 -0.08
C -2.1208 -5.0258 4.3574 -0.07
C -1.7434 -3.8819 3.6661 -0.04
C -1.7527 -1.7417 1.5137 -0.26
N -1.3946 -0.5014 1.1425 -0.02
C -2.4726 0.0805 0.4949 -0.20
C -2.2526 1.1614 -0.2838 -0.09
C -3.3345 1.8114 -1.0683 -0.18
C -4.0143 1.0977 -2.0555 -0.03
C -5.0140 1.7122 -2.7965 -0.06
C -5.3410 3.0436 -2.5598 -0.07
C -4.6699 3.7560 -1.5773 -0.07
C -3.6692 3.1428 -0.8351 -0.03
C 0.2606 1.1390 -1.1486 -0.26
C 1.5321 1.9356 -0.8176 0.01
C 0.9486 3.1218 -0.9494 0.08
C -0.3845 2.5048 -1.3410 -0.24
N -0.9156 1.6692 -0.2721 0.12
C -3.6179 -0.7979 0.6488 0.04
C -3.1823 -1.9018 1.3053 0.04
N 0.5688 -1.5329 -0.0003 0.00
C 2.1073 -2.5568 -3.2898 -0.23
C 3.4248 -2.2771 -3.6417 -0.02
C 4.1141 -3.1160 -4.5100 -0.07
C 3.4875 -4.2362 -5.0385 -0.08
C 2.1709 -4.5178 -4.6954 -0.07
C 1.4857 -3.6841 -3.8204 -0.04
H -3.0156 6.8666 -4.9783 0.11
H -2.6964 4.8150 -6.3275 0.11
H -1.7179 2.8054 -5.3163 0.09
H -1.4021 4.8625 -1.5613 0.11
H -2.3475 6.8784 -2.5904 0.11
H -1.0978 0.8071 -5.4124 0.11
H 0.3864 -1.3528 -5.0298 0.12
H 2.7383 -3.8417 -1.0482 0.13
H 1.6148 -4.4217 1.3050 0.12
H -0.4419 -5.3210 0.8990 0.11
H -1.0736 -7.3494 2.1338 0.11
H -2.1508 -7.1745 4.3580 0.11
H -2.6178 -4.9383 5.3180 0.11
H -1.9581 -2.9054 4.0870 0.10
H -3.7381 0.0678 -2.2531 0.12
H -5.5340 1.1521 -3.5659 0.11
H -6.1133 3.5250 -3.1475 0.11
H -4.9234 4.7927 -1.3852 0.11
H -3.1438 3.6970 -0.0628 0.12
H 2.5305 1.5883 -0.5953 0.07
H 1.2565 4.1524 -0.8149 0.13
H -4.6121 -0.6027 0.2718 0.12
H -3.7483 -2.7904 1.5499 0.12
H 3.9075 -1.3970 -3.2315 0.12
H 5.1403 -2.8912 -4.7772 0.11
H 4.0236 -4.8877 -5.7182 0.11
H 1.6791 -5.3924 -5.1046 0.11
H 0.4611 -3.9067 -3.5399 0.13
C 5.7747 1.1440 1.4446 -0.01
N 4.9017 1.0052 2.6081 -0.10
C 5.1451 1.5331 3.8691 -0.01
C 4.1126 1.1974 4.6457 -0.01
N 3.2334 0.4460 3.8548 0.03
C 3.7269 0.3493 2.5886 -0.66
S 3.0789 -0.4380 1.2433 0.81
C 2.0346 -0.1172 4.3746 -0.24
C 2.0033 -0.4102 5.7266 0.02
C 0.8062 -0.7820 6.3062 -0.01
C -0.3217 -0.8583 5.5108 -0.02
C -0.1790 -0.6122 4.1646 -0.11
N 0.9833 -0.2713 3.5776 0.06
H 6.7262 1.5473 1.7792 0.10
H 5.3288 1.8160 0.7140 0.10
H 5.9295 0.1749 0.9803 0.08
H 6.0198 2.1216 4.0907 0.14
H 3.8960 1.4735 5.6615 0.13
H 2.9054 -0.3512 6.3185 0.12
H 0.7579 -0.9950 7.3662 0.13
H -1.2919 -1.1142 5.9152 0.12
H -1.0355 -0.6725 3.5167 0.09
F 1.4192 2.1429 1.9856 -0.26
P 0.2870 3.1387 2.9079 0.23
F 1.4095 4.2231 3.0713 -0.08
F -0.7278 1.8115 2.5866 -0.19
F -0.1764 3.7668 1.5337 -0.09
F 0.7956 2.3765 4.2056 -0.09
F -0.8341 3.8760 3.7070 -0.06
```

Properties
- Net charge: +1
- 2S+1: 2
- Energy above the lowest of the compared OMol25 structures with the same formula, charge and spin: 139.34 kcal/mol